Entry from the Open Molecules 2025 dataset: a molecular structure, C5H11NO2PS at a distorted geometry (ωB97M-V/def2-TZVPD).

The geometry in XYZ format:
```
21
Properties=species:S:1:pos:R:3:forces:R:3
C 1.246 -1.375 0.209 -0.06 -0.16 -1.05
C 0.656 -1.385 -1.203 0.29 -0.19 -0.14
C 2.601 -1.988 0.356 0.23 0.06 0.34
C -0.542 2.775 0.639 -0.23 -0.27 -0.04
C -1.537 2.325 -0.408 0.36 0.99 -0.13
N 0.635 -0.903 1.178 -2.94 1.12 -0.05
O -0.496 -0.574 -1.270 -0.65 0.22 -0.13
O -2.062 1.018 -0.084 -0.10 -0.67 0.28
P -1.314 -0.324 0.069 2.54 -1.15 0.96
S -2.840 -1.695 0.307 0.05 0.11 -0.43
H 1.377 -0.998 -1.929 -0.08 -0.03 0.14
H 0.410 -2.421 -1.463 -0.01 0.12 0.04
H 3.352 -1.279 0.009 0.01 0.00 -0.08
H 2.672 -2.893 -0.241 -0.01 -0.09 -0.10
H 2.801 -2.221 1.399 0.01 0.00 -0.03
H -1.025 2.894 1.606 0.00 -0.01 0.07
H 0.256 2.039 0.729 0.16 0.07 0.05
H -0.112 3.727 0.350 0.09 0.13 -0.07
H -1.088 2.293 -1.404 -0.14 -0.14 0.09
H -2.426 2.959 -0.428 0.18 -0.13 -0.07
H -2.568 -1.974 1.581 0.30 0.03 0.33
```
Forces are in eV/Å.

Computed properties:
Total energy ... -31065.41644 eV
LUMO level ... -5.16 eV
Molecular weight ... 180.2 Da
Orbital gap ... 8.9 eV
Net charge ... +1
Energy above the lowest of the compared OMol25 structures with the same formula, charge and spin ... 15.8 kcal/mol